Record 1
One molecule with the formula CH5N in a non-equilibrium geometry, computed with wB97M-V/def2-TZVPD.

Results
HOMO-LUMO gap: 10.371 eV
SMILES: CN
Max |F|: 0.162 Eh/bohr
Total energy: -95.7997 Eh

Each line ends with the Löwdin charge.
Element x y z (Å)
1 C -0.48 -0.07 -0.06  -0.3396
2 N 0.83 -0.13 -0.18  -0.0955
3 H -1.01 0.66 -0.57  0.0394
4 H -0.93 -1.03 -0.51  0.0981
5 H -1.05 0.18 0.95  0.1008
6 H 1.14 0.88 -0.17  0.0993
7 H 1.49 -0.49 0.54  0.0975

Record 2
One molecule with the formula CH5N in a non-equilibrium geometry, computed with wB97M-V/def2-TZVPD.

Results
HOMO-LUMO gap: 10.366 eV
SMILES: CN
Max |F|: 0.081 Eh/bohr
Total energy: -95.7969 Eh

Each line ends with the Löwdin charge.
Element x y z (Å)
1 C 0.55 -0.04 -0.13  -0.2447
2 N -0.88 0.03 -0.23  -0.1233
3 H 0.72 -0.70 -0.87  0.0180
4 H 1.10 1.02 -0.11  0.1237
5 H 0.82 -0.43 0.82  0.0426
6 H -1.28 -0.86 0.34  0.1266
7 H -1.03 0.98 0.17  0.0571

Record 3
A 2-piece molecular cluster, CH5N2O overall in a non-equilibrium geometry, computed with wB97M-V/def2-TZVPD.

Results
HOMO-LUMO gap: 6.101 eV
Max |F|: 0.025 Eh/bohr
Total charge: -1
Total energy: -225.7989 Eh

Each line ends with the Löwdin charge.
Element x y z (Å)
1 C -1.55 0.22 0.04  -0.2758
2 N 0.84 0.21 0.07  -0.1662
3 N -0.15 0.94 0.06  -0.3127
4 O 3.61 0.14 0.04  -0.2034
5 H -1.50 -0.87 -0.04  0.0082
6 H -2.07 0.50 0.97  0.0103
7 H -2.11 0.63 -0.80  0.0098
8 H 3.60 -0.81 -0.07  -0.0201
9 H 2.60 0.35 0.07  -0.0502

Record 4
An isolated ion of composition CH5N2O2 and charge -1 in a non-equilibrium geometry, computed with wB97M-V/def2-TZVPD.

Results
HOMO-LUMO gap: 6.443 eV
SMILES: NOCN[O-]
Max |F|: 0.085 Eh/bohr
Total charge: -1
Total energy: -300.9348 Eh

Each line ends with the Löwdin charge.
Element x y z (Å)
1 N -0.78 -0.06 -1.45  -0.1052
2 O -1.08 0.80 -0.35  -0.3355
3 C 0.15 0.38 0.79  -0.2334
4 N 0.44 -0.91 0.93  -0.2943
5 O 1.06 -1.55 -0.13  -0.4352
6 H -1.02 -1.00 -1.11  0.0301
7 H 0.24 -0.23 -1.46  0.0261
8 H 1.13 0.83 0.49  0.1080
9 H -0.23 0.90 1.73  0.1015
10 H -0.20 -1.71 1.31  0.1378

Record 5
A 2-piece molecular cluster, CH5N2O2 overall in a non-equilibrium geometry, computed with wB97M-V/def2-TZVPD.

Results
HOMO-LUMO gap (alpha / beta): 5.412 / 3.183 eV
Max |F|: 0.073 Eh/bohr
Total charge: -1
Total energy: -300.8461 Eh

Each line ends with the Löwdin charge.
Element x y z (Å)
1 C 1.60 -0.72 -1.93  -0.2287
2 N -0.92 0.61 2.19  -0.0147
3 N -0.74 0.68 -0.22  -0.0190
4 O -1.84 0.09 -0.10  -0.1321
5 O -0.18 1.05 1.07  -0.2306
6 H 0.60 -1.04 -2.13  -0.1614
7 H 1.78 0.34 -2.08  -0.1648
8 H 2.02 -1.09 -1.01  -0.1685
9 H -0.49 -0.28 2.48  0.0720
10 H -1.83 0.36 1.74  0.0478

Record 6
A 2-piece molecular cluster, CH5N2O3S overall in a non-equilibrium geometry, computed with wB97M-V/def2-TZVPD.

Results
HOMO-LUMO gap (alpha / beta): 7.192 / 7.104 eV
Max |F|: 0.066 Eh/bohr
Total charge: -1
Total energy: -774.4657 Eh

Each line ends with the Löwdin charge.
Element x y z (Å)
1 C -0.85 0.16 0.94  -0.1331
2 N -0.90 -0.57 -1.58  0.0176
3 N -1.44 -0.51 -0.12  -0.1869
4 O 2.46 0.30 1.61  -0.4640
5 O 1.88 1.73 -0.35  -0.4707
6 O 1.83 -0.80 -0.58  -0.5004
7 S 1.70 0.41 0.36  0.5016
8 H -1.24 -0.26 1.92  0.0769
9 H -0.66 1.21 0.97  0.0074
10 H -1.07 0.41 -1.88  0.0589
11 H 0.12 -0.63 -1.37  -0.0018
12 H -1.83 -1.44 0.08  0.0946

Record 7
A 2-piece molecular cluster, CH5N2S overall in a non-equilibrium geometry, computed with wB97M-V/def2-TZVPD.

Results
HOMO-LUMO gap: 9.646 eV
Max |F|: 0.131 Eh/bohr
Total charge: +1
Total energy: -548.4440 Eh

Each line ends with the Löwdin charge.
Element x y z (Å)
1 C 0.10 0.70 -0.14  -0.1471
2 N 1.29 0.24 0.34  0.1766
3 N -0.98 -0.09 -0.04  -0.4726
4 S -2.62 0.13 0.16  0.8837
5 H -0.09 1.59 -0.59  0.1209
6 H 2.05 0.86 0.45  0.1167
7 H 1.36 -0.59 0.92  0.1204
8 H -0.42 -1.41 0.32  0.3172
9 H -2.94 -0.37 -1.01  -0.1157

Record 8
One molecule with the formula CH5N3 in a non-equilibrium geometry, computed with wB97M-V/def2-TZVPD.

Results
HOMO-LUMO gap: 10.155 eV
SMILES: N=C(N)N
Max |F|: 0.034 Eh/bohr
Total energy: -205.3704 Eh

Each line ends with the Löwdin charge.
Element x y z (Å)
1 N 1.26 0.50 -0.29  0.0862
2 C 0.12 0.02 0.01  -0.6420
3 N -0.24 -1.32 -0.25  0.0803
4 N -0.91 0.77 0.51  0.1146
5 H 1.58 1.31 0.22  0.0243
6 H 0.60 -1.82 -0.55  0.0787
7 H -0.78 -1.33 -1.11  0.0856
8 H -1.75 0.40 0.92  0.0900
9 H -0.79 1.76 0.49  0.0823